No. 1
Density functional theory data (ωB97M-V/def2-TZVPD) for C46H49Cl2CrN3O5SSeSi2 as an isolated structure.

```
110
Properties=species:S:1:pos:R:3:forces:R:3:mulliken_spin:R:1
Cr 0.6485 -0.0447 1.0323 -0.228 -0.852 0.344 3.662
C -2.0404 -0.2878 2.6519 0.067 -0.007 -0.068 0.025
O -0.8962 -1.0665 2.3017 -0.003 -0.024 0.152 0.013
C -1.1435 -2.3813 1.9115 0.012 0.043 -0.048 -0.083
C -2.0249 -3.1950 2.5832 -0.021 -0.069 0.022 -0.018
C -2.2937 -4.4808 2.1036 0.032 0.012 -0.032 0.016
C -1.6673 -4.8939 0.9334 0.032 0.053 -0.032 -0.005
C -0.7810 -4.0696 0.2513 -0.003 -0.064 0.099 0.020
C -0.4580 -2.7866 0.7361 0.066 0.043 0.086 0.114
N 0.4000 -1.8923 0.1846 -0.331 0.291 -0.155 -0.114
N 0.4590 -2.0265 -1.2231 -0.113 -0.291 0.003 0.007
C 1.5889 -1.4773 -2.0905 0.118 0.244 -0.082 0.029
C 2.2925 -0.3123 -1.4239 -0.309 -0.264 0.258 -0.004
O 1.5646 0.4223 -0.5520 0.481 0.470 -0.662 -0.076
C 3.5581 -0.0160 -1.7885 0.374 -0.105 -0.069 -0.036
C 4.3601 -0.8322 -2.6713 -0.151 0.207 0.084 0.003
C 3.8721 -2.0670 -3.0663 -0.091 -0.129 0.011 -0.001
C 4.6271 -3.0306 -3.8212 -0.096 0.018 0.016 0.000
C 4.1163 -4.2555 -4.1687 -0.072 0.010 0.059 0.001
C 2.8107 -4.6381 -3.7965 0.068 0.047 -0.040 -0.004
C 2.0515 -3.7218 -3.0763 0.032 0.072 -0.023 0.007
C 2.5321 -2.4712 -2.7081 -0.070 -0.064 -0.033 0.006
H -2.4523 -0.6061 3.6096 -0.007 -0.009 0.038 0.001
H -2.7948 -0.3807 1.8678 -0.023 0.012 -0.016 -0.008
H -1.6958 0.7406 2.7291 0.027 0.009 0.022 -0.010
H -2.5297 -2.8303 3.4707 0.012 0.019 -0.015 0.000
H -2.9869 -5.1274 2.6278 0.012 0.010 -0.011 0.002
H -1.8774 -5.8827 0.5367 0.011 0.013 -0.009 -0.001
H -0.3141 -4.3906 -0.6705 0.041 -0.010 0.046 0.002
H 4.0011 0.8619 -1.3221 0.002 -0.018 -0.021 0.001
H 5.3711 -0.5371 -2.9316 -0.013 0.015 0.059 0.000
H 5.6392 -2.7647 -4.1161 -0.002 -0.003 0.010 0.000
H 4.7355 -4.9473 -4.7349 0.005 0.010 -0.012 0.000
H 2.4065 -5.6036 -4.0777 0.013 0.001 0.020 0.000
H 1.0301 -3.9709 -2.7951 0.026 0.015 0.014 -0.001
C -4.7322 -2.6975 -1.0841 -0.127 -0.011 0.135 -0.001
Si -3.4002 -2.3401 -2.3459 -0.203 -0.023 -0.015 0.004
C -2.4812 -3.8902 -2.7739 0.260 -0.100 -0.040 0.001
C -4.2175 -1.7168 -3.9116 -0.072 0.139 -0.151 0.001
Se -2.1359 -0.6798 -1.4511 0.021 -0.048 -0.047 0.044
H -5.5522 -3.2814 -1.5168 0.050 0.010 0.041 0.000
H -5.1454 -1.7620 -0.6938 -0.020 -0.065 -0.013 0.000
H -4.3050 -3.2515 -0.2422 -0.015 0.042 -0.028 0.001
H -3.1492 -4.5399 -3.3499 0.042 -0.005 0.015 0.000
H -2.1531 -4.4121 -1.8746 -0.054 0.007 -0.079 -0.001
H -1.5962 -3.6706 -3.3794 -0.049 -0.033 0.035 0.000
H -5.0017 -2.4080 -4.2411 0.048 0.035 -0.013 0.000
H -3.4804 -1.6199 -4.7150 -0.044 0.009 0.044 0.000
H -4.6642 -0.7313 -3.7507 -0.006 -0.062 -0.028 0.000
Cl -1.0942 0.7367 5.9494 0.020 -0.056 -0.028 0.000
C 0.5573 0.2278 6.0891 0.012 0.068 -0.006 0.001
C 0.8844 -1.0624 5.7206 -0.160 0.010 -0.044 0.001
C 2.1674 -1.5319 5.9197 0.196 -0.031 0.059 -0.001
C 3.1154 -0.7104 6.5120 -0.010 -0.095 -0.052 0.000
C 2.7772 0.5874 6.8389 0.108 -0.058 0.024 0.000
Cl 3.9978 1.6208 7.5460 0.010 0.016 -0.010 0.000
C 1.5114 1.1203 6.5956 -0.252 0.110 -0.079 0.002
N 1.2028 2.4496 6.8583 -0.139 0.082 0.103 0.000
C 0.5526 3.2929 5.8946 0.099 -0.112 0.030 0.000
C -0.5057 4.0761 6.3436 -0.139 0.084 0.017 0.000
C -1.2186 4.8761 5.4681 0.028 -0.031 0.029 0.000
C -0.8860 4.8721 4.1169 -0.030 0.012 0.034 0.001
C 0.1845 4.1158 3.6812 0.059 -0.027 -0.040 0.004
C 0.9484 3.3411 4.5579 0.104 -0.004 -0.048 0.001
C 2.1869 2.6760 4.0159 -0.191 -0.029 0.191 0.013
C 1.9447 1.6187 2.9246 -0.058 0.110 -0.107 0.049
O 2.7784 1.5826 2.0141 0.009 -0.062 -0.034 0.016
O 0.9170 0.8806 3.0347 0.189 0.262 0.066 0.189
H 0.1265 -1.6892 5.2701 0.012 0.030 -0.024 -0.003
H 2.4310 -2.5334 5.6082 0.008 0.014 0.011 0.000
H 4.1260 -1.0535 6.6845 -0.007 -0.006 0.012 0.000
H 1.8380 2.9190 7.4811 0.127 -0.013 -0.089 0.000
H -0.7813 4.0158 7.3906 -0.011 -0.024 -0.037 0.000
H -2.0491 5.4704 5.8295 0.007 0.002 0.001 0.000
H -1.4598 5.4601 3.4094 0.013 -0.013 0.017 0.000
H 0.4624 4.1131 2.6321 -0.022 -0.028 0.013 -0.003
H 2.7581 2.2008 4.8094 0.075 0.006 0.033 0.002
H 2.8337 3.4294 3.5683 -0.001 0.062 0.021 -0.002
C -0.1008 -2.0179 -5.7548 -0.067 -0.158 -0.068 0.000
Si 0.3775 -0.4960 -4.7670 -0.062 0.177 0.004 0.001
C -0.9423 0.8129 -5.1020 -0.106 0.096 0.027 0.000
C 2.0385 0.0939 -5.3633 0.177 0.084 -0.061 0.000
C 0.4460 -0.8855 -2.9883 -0.086 -0.496 -0.093 -0.008
C -0.4129 -1.2692 -2.0295 0.290 0.468 0.402 0.025
H -0.1920 -1.7930 -6.8244 0.018 -0.022 0.057 0.000
H -1.0599 -2.4159 -5.4043 0.049 0.011 -0.055 0.000
H 0.6561 -2.7974 -5.6207 -0.048 0.024 0.006 0.000
H -1.3402 0.7337 -6.1197 0.036 0.032 0.037 0.000
H -0.5351 1.8217 -4.9723 -0.007 -0.069 -0.004 0.000
H -1.7722 0.6928 -4.3971 0.020 0.006 -0.059 0.000
H 1.9720 0.5659 -6.3507 0.011 -0.041 0.048 0.000
H 2.7317 -0.7506 -5.4179 0.001 0.057 0.022 0.000
H 2.4704 0.8045 -4.6522 -0.012 -0.034 -0.046 0.000
C 1.5394 3.2470 -0.7046 0.069 0.104 -0.009 0.013
S -0.0006 2.3412 -0.8354 -0.272 -0.198 0.035 0.065
O -0.3883 2.0103 0.5988 0.132 0.077 -0.263 0.029
C -1.0859 3.7407 -1.2055 0.045 -0.086 0.046 0.001
C -1.6560 3.7905 -2.4645 -0.048 0.100 -0.205 0.001
C -2.5425 4.8190 -2.7827 0.109 -0.166 -0.039 -0.001
C -2.8622 5.7733 -1.8325 -0.047 0.059 0.016 0.001
C -2.3036 5.7044 -0.5605 0.088 -0.058 0.075 -0.001
C -1.4179 4.6841 -0.2459 -0.081 0.165 0.153 0.003
H 1.3535 4.2611 -0.3486 0.044 -0.039 0.030 -0.001
H 2.0157 3.2507 -1.6865 -0.014 0.003 0.038 -0.001
H 2.1364 2.6575 -0.0064 0.024 0.025 -0.039 -0.001
H -1.4101 3.0189 -3.1887 -0.060 0.050 0.048 0.002
H -2.9916 4.8605 -3.7677 0.016 -0.016 0.005 0.000
H -3.5597 6.5667 -2.0744 0.009 -0.004 0.002 0.000
H -2.5675 6.4434 0.1873 0.008 -0.016 -0.004 0.000
H -0.9978 4.5934 0.7506 -0.023 -0.012 -0.040 0.004
```
Positions in Å, forces in eV/Å.

Properties
* E_HOMO (alpha / beta): 0.7 / 0.7 eV
* calculated total energy: -208610.528 eV
* Kohn-Sham gap (alpha / beta): 2.953 / 2.966 eV
* charge: -2
* lowest unoccupied orbital energy (alpha / beta): 3.647 / 3.647 eV
* spin multiplicity: 5


No. 2
Density functional theory data (ωB97M-V/def2-TZVPD) for C46H49NO6P2S2SiSr as an isolated structure.

```
108
Properties=species:S:1:pos:R:3:forces:R:3:mulliken_charge:R:1
Sr -0.8403 0.9003 -1.1674 -1.100 1.536 -0.436 1.230
C -2.1774 9.2748 3.4734 -1.174 0.348 0.714 -1.287
C -2.1845 8.0556 2.6210 0.162 -1.698 -1.195 0.841
C -1.8192 8.2309 1.2801 0.697 0.148 -0.716 -0.683
C -1.4912 7.1805 0.4256 -0.328 0.349 0.551 -0.652
C -1.7799 5.8862 0.8378 0.955 -0.040 -1.769 -0.283
C -2.2820 5.6429 2.0864 -1.054 1.030 1.272 -0.060
C -2.4500 6.7164 3.0017 0.352 0.599 -0.136 -0.801
S -1.1652 4.6691 -0.3814 2.184 -2.763 1.058 1.428
O -0.5013 5.4199 -1.4361 -0.681 0.223 0.197 -0.835
O -2.2555 3.7977 -0.8419 -0.098 0.581 0.411 -0.526
N 0.0111 3.8395 0.3697 -0.955 0.506 -1.716 -0.571
C -0.1564 3.2821 1.6662 0.151 -0.263 0.861 -0.382
C -0.6753 1.8291 1.9866 -2.360 -1.143 0.715 0.504
O -0.7195 1.5303 3.1948 0.911 0.597 -0.515 -0.780
O -1.2488 1.0120 1.1220 1.505 1.601 0.163 -0.143
H -1.5424 10.0236 2.9780 -0.249 -0.094 0.493 0.337
H -1.8366 9.0693 4.5028 0.052 0.134 -0.448 0.335
H -3.2227 9.6778 3.5708 0.876 -0.111 -0.074 0.241
H -1.6864 9.2308 0.8620 0.122 -0.001 0.401 0.278
H -0.9691 7.2956 -0.5343 -0.587 0.210 0.438 0.432
H -2.6424 4.6774 2.3773 0.099 -0.415 0.101 0.611
H -2.7414 6.5169 4.0412 0.026 -0.078 -0.467 0.323
H -0.7828 3.9472 2.2628 -0.190 -0.377 0.397 -0.060
H 0.7951 3.3265 2.2431 -0.200 -0.103 -0.543 0.178
C 1.6219 -1.1390 0.9348 0.031 0.344 -0.904 -0.245
C 1.4287 -2.6479 0.8544 0.253 0.012 0.037 -0.218
P -0.2263 -3.0567 0.0860 0.479 0.264 -0.014 0.855
C -0.0793 -4.8747 0.1762 -0.293 -0.275 -0.525 0.190
C -1.1617 -5.6408 0.6334 0.722 -0.348 -0.055 -0.515
C -1.0192 -7.0307 0.7831 -0.040 0.566 -0.179 -0.482
C 0.1602 -7.6514 0.3938 0.859 0.076 0.014 -0.511
C 1.2067 -6.8798 -0.1612 0.059 -0.448 -0.227 -0.379
C 1.0775 -5.5056 -0.3275 -0.849 -0.333 0.783 -0.830
C -1.2970 -2.7188 1.5133 -0.419 0.541 -0.238 -0.078
C -2.2846 -1.7300 1.3344 0.879 -0.604 -0.179 0.046
C -3.0707 -1.3711 2.4153 -0.379 0.337 -0.415 -0.157
C -2.9304 -2.0430 3.6196 -0.703 -0.052 0.646 -0.515
C -1.9693 -3.0497 3.8033 0.255 -0.111 -0.178 -0.879
C -1.1156 -3.3524 2.7470 -0.642 0.672 -0.246 0.006
P 3.2697 -0.4366 1.4382 -0.352 0.155 0.486 -0.410
C 3.3124 -1.0642 3.1644 0.271 0.551 -0.355 0.529
C 3.6410 -2.3787 3.4950 -0.476 0.371 1.144 -0.198
C 3.4487 -2.7818 4.8263 0.070 0.028 -0.276 -0.592
C 2.9971 -1.8668 5.7826 0.341 -0.267 0.100 -0.495
C 2.7505 -0.5297 5.4411 0.262 -0.722 0.305 -0.497
C 2.9225 -0.1221 4.1335 -0.210 -0.743 -0.285 -0.519
C 4.4862 -1.5328 0.6522 0.143 1.221 -0.216 0.598
C 5.7233 -1.7288 1.2800 0.264 -0.884 -0.414 -0.670
C 6.6624 -2.5779 0.6855 -0.648 0.042 -0.709 -0.336
C 6.3901 -3.1296 -0.5951 0.247 0.112 0.675 -0.596
C 5.2134 -2.7888 -1.2491 -0.450 0.321 -0.793 -0.394
C 4.2892 -1.9050 -0.6736 0.215 -0.916 0.314 -0.369
H 0.8741 -0.7303 1.6231 0.102 0.329 -0.066 0.617
H 1.4668 -0.6716 -0.0729 -0.096 -0.416 0.675 -0.355
H 1.5013 -3.0707 1.8712 -0.017 -0.050 -0.388 0.305
H 2.2106 -3.0957 0.2261 -0.219 0.045 0.205 0.045
H -2.0812 -5.1146 0.8873 0.182 -0.341 0.170 0.481
H -1.8231 -7.5987 1.2363 -0.022 -0.073 -0.141 0.380
H 0.3266 -8.7303 0.5494 -0.233 0.625 -0.110 0.316
H 2.1473 -7.3653 -0.4738 -0.623 0.179 0.140 0.335
H 1.8415 -4.9055 -0.8028 0.159 -0.139 0.080 0.466
H -2.3934 -1.2449 0.3460 -0.039 -0.376 0.832 -0.006
H -3.7994 -0.5628 2.2522 0.332 -0.467 0.397 0.359
H -3.6548 -1.7832 4.4132 0.685 -0.227 -0.279 0.284
H -1.8510 -3.6273 4.7303 -0.260 0.545 -0.251 0.350
H -0.3189 -4.0747 2.8086 0.031 -0.260 0.354 0.486
H 4.0452 -3.0486 2.7474 -0.206 -0.093 0.049 0.409
H 3.6420 -3.8213 5.1167 -0.011 0.427 -0.079 0.340
H 2.9187 -2.2331 6.8160 -0.183 0.389 -0.429 0.336
H 2.4465 0.1753 6.1966 -0.121 0.100 0.124 0.425
H 2.6839 0.8932 3.8330 0.054 -0.077 0.001 0.328
H 5.9347 -1.2490 2.2377 -0.134 -0.329 -0.169 0.429
H 7.5613 -2.8375 1.2308 0.146 0.103 -0.189 0.378
H 7.1096 -3.7933 -1.0926 -0.327 0.234 0.372 0.343
H 4.9674 -3.1920 -2.2479 0.417 0.252 0.548 0.367
H 3.3890 -1.5652 -1.2015 0.292 -0.374 0.050 0.289
O 1.9365 1.6500 -8.9129 -0.761 -0.747 -0.019 -0.513
C 2.7270 0.8361 -8.1223 -0.478 0.277 1.230 0.527
O 3.8490 0.5507 -8.4684 -0.817 0.201 -0.094 -0.576
C 2.1154 0.4712 -6.7741 0.348 0.126 -0.809 0.683
C 1.0088 1.1477 -6.2008 0.587 -0.641 -0.378 -0.932
C 0.5162 0.7538 -4.9649 0.037 0.038 -0.065 -0.413
C 1.1403 -0.2608 -4.2032 0.919 0.352 -0.530 0.394
S 0.7313 -0.8568 -2.6345 0.184 -0.532 -0.018 -0.293
C 2.3120 -0.8311 -4.7595 -0.529 0.306 -0.684 -0.567
C 2.7562 -0.5431 -6.0320 -0.047 0.268 -0.123 -0.865
H 0.9751 1.4940 -8.7121 1.442 0.238 0.064 0.344
H 0.5137 1.9935 -6.6992 0.321 -0.423 0.140 0.290
H -0.3573 1.2914 -4.6310 -0.181 -0.186 0.481 0.254
H 2.8391 -1.5321 -4.1552 0.265 -0.548 0.278 0.474
H 3.6107 -1.1018 -6.4502 -0.464 0.585 0.159 0.319
C -5.4143 2.1991 -2.6935 -0.636 0.762 -0.422 -0.954
Si -4.5617 0.5707 -2.5182 2.344 -0.346 -0.884 0.428
C -5.3582 -0.9594 -3.3126 -0.199 -0.852 0.522 -1.123
C -4.6306 0.2998 -0.6572 -0.068 0.203 1.103 -0.567
C -2.7825 0.7344 -3.2106 -0.916 -0.369 0.617 -1.114
H -6.4639 2.2172 -2.3227 0.574 0.022 -0.292 0.283
H -5.3607 2.5481 -3.7456 -0.205 -0.032 0.555 0.274
H -4.8153 2.8921 -2.0751 -0.220 -0.128 -0.245 0.171
H -6.2896 -1.2852 -2.8125 0.052 0.223 -0.300 0.303
H -4.6513 -1.8109 -3.1177 -0.359 0.737 -0.323 0.222
H -5.5188 -0.8847 -4.3993 0.073 0.018 0.363 0.287
H -5.5964 0.5835 -0.1579 0.638 -0.252 -0.553 0.367
H -3.8432 0.9136 -0.1441 -0.535 -0.460 -0.374 -0.007
H -4.4473 -0.7568 -0.4253 0.013 0.092 0.130 0.123
H -2.7793 1.5970 -3.9045 0.150 -0.202 0.209 0.175
H -2.3889 -0.1719 -3.7425 -0.447 0.577 0.313 0.284
```
Positions in Å, forces in eV/Å.

Properties
* E_HOMO: -1.7 eV
* calculated total energy: -111236.924 eV
* Kohn-Sham gap: 5.485 eV
* charge: -2
* lowest unoccupied orbital energy: 3.737 eV